Below is a cluster of 2 separate species, C20H25BF4N3O4P in total, with properties calculated with wB97M-V/def2-TZVPD.

- SMILES = CCNc1c(B(C)O)c2c(c(CCC(F)(F)F)c1P(N)O)C(=O)C(F)=CC2=O.CCCC#N
- electronic energy (eV) = -54642.311
- gap between HOMO and LUMO (eV) = 7.2
- HOMO energy (eV) = -8.24

ORCA input file:
```
! wB97M-V def2-TZVPD RIJCOSX def2/J DEFGRID3
* xyz 0 1
C 3.56 -0.62 1.92
C 2.12 -1.10 1.58
N 1.33 0.00 0.97
C 0.79 -0.40 -0.30
C 1.56 -0.11 -1.42
B 2.96 0.63 -1.23
C 4.32 0.05 -1.82
O 3.01 1.82 -0.54
C 1.10 -0.52 -2.64
C -0.13 -1.19 -2.74
C -0.88 -1.46 -1.63
C -2.19 -2.23 -1.82
C -3.38 -1.29 -2.12
C -4.40 -1.14 -1.00
F -4.54 -2.23 -0.23
F -5.62 -0.87 -1.53
F -4.12 -0.11 -0.19
C -0.42 -1.07 -0.37
P -1.45 -1.51 1.06
N -0.71 -2.99 1.64
O -1.21 -0.37 2.24
C -0.56 -1.61 -4.12
O -1.71 -1.61 -4.52
C 0.59 -2.00 -5.02
F 0.36 -2.99 -5.87
C 1.75 -1.39 -4.92
C 1.88 -0.29 -3.91
O 2.53 0.71 -4.14
H 3.90 -1.14 2.82
H 3.54 0.46 2.09
H 4.26 -0.80 1.10
H 1.65 -1.53 2.46
H 2.24 -1.86 0.80
H 0.62 0.35 1.60
H 4.56 0.46 -2.80
H 5.11 0.36 -1.13
H 4.34 -1.04 -1.84
H 2.84 1.69 0.40
H -2.09 -2.91 -2.67
H -2.33 -2.86 -0.94
H -2.97 -0.29 -2.28
H -3.86 -1.56 -3.06
H -0.45 -3.55 0.83
H -1.48 -3.51 2.06
H -1.64 -0.67 3.05
H 2.57 -1.70 -5.57
C -1.09 4.94 4.60
C -1.91 4.38 3.44
C -2.00 2.85 3.45
C -0.67 2.25 3.35
N 0.39 1.80 3.28
H -0.06 4.59 4.56
H -1.08 6.03 4.57
H -1.52 4.63 5.56
H -1.46 4.71 2.50
H -2.92 4.80 3.48
H -2.60 2.50 2.61
H -2.47 2.51 4.37
*
```

natural (NBO) population analysis, charges in e, atoms 1 to 5: -0.62, -0.22, -0.69, 0.24, -0.32

Below is a structure of composition C38H48BiCl3N6O4P2, with properties calculated with wB97M-V/def2-TZVPD.

- electronic energy (eV) = -119288.735
- gap between HOMO and LUMO (eV) = 7.2
- relative energy (zero: lowest compared OMol25 entry of this formula, charge and spin) (kJ/mol) = 31.9
- HOMO energy (eV) = -12.48

ORCA input file:
```
! wB97M-V def2-TZVPD RIJCOSX def2/J DEFGRID3
* xyz 2 1
Bi -1.39 -1.54 0.63
N -3.47 -3.03 -0.35
C -4.67 -3.19 0.44
C -4.80 -2.00 1.41
N -3.47 -1.62 2.10
C -3.35 -2.63 3.25
C -1.89 -2.76 3.72
N -0.95 -3.00 2.68
C -3.58 -0.36 2.74
C -3.63 0.73 1.69
N -2.89 0.54 0.45
H -3.63 -2.91 -1.30
H -2.95 -3.91 -0.30
H -4.84 -4.20 0.93
H -5.50 -3.08 -0.31
H -5.56 -2.08 2.14
H -5.02 -1.12 0.78
H -3.72 -3.65 2.89
H -4.00 -2.38 4.13
H -1.84 -3.46 4.53
H -1.66 -1.78 4.22
H -0.97 -3.99 2.43
H 0.01 -2.80 2.90
H -2.78 -0.20 3.48
H -4.49 -0.32 3.42
H -3.37 1.71 2.16
H -4.72 0.80 1.44
H -2.27 1.31 0.15
H -3.51 0.42 -0.32
O 1.10 -1.50 1.72
P 2.51 -1.32 1.23
C 2.54 -0.64 -0.46
P 1.43 0.72 -0.86
O -0.07 0.54 -0.41
C 2.17 2.22 -0.18
C 3.23 2.93 -0.81
C 3.55 4.22 -0.38
C 2.91 4.76 0.76
C 1.99 4.00 1.47
C 1.59 2.71 0.98
C 1.58 0.80 -2.67
C 2.79 0.53 -3.33
C 2.76 0.40 -4.75
C 1.60 0.54 -5.49
C 0.44 1.04 -4.81
C 0.43 1.18 -3.43
C 3.50 -0.17 2.18
C 3.19 -0.02 3.52
C 3.93 0.91 4.31
C 4.97 1.63 3.75
C 5.21 1.55 2.39
C 4.61 0.60 1.58
C 3.48 -2.80 1.00
C 4.85 -2.76 0.92
C 5.61 -3.83 0.55
C 4.98 -5.09 0.35
C 3.62 -5.17 0.60
C 2.86 -4.05 0.89
H 2.40 -1.52 -1.22
H 3.53 -0.34 -0.70
H 3.62 2.60 -1.80
H 4.29 4.81 -0.91
H 3.22 5.70 1.19
H 1.69 4.38 2.42
H 0.76 2.13 1.41
H 3.76 0.52 -2.80
H 3.70 0.05 -5.24
H 1.55 0.24 -6.56
H -0.44 1.34 -5.48
H -0.41 1.56 -2.81
H 2.46 -0.69 4.08
H 3.81 0.98 5.38
H 5.63 2.33 4.38
H 5.98 2.19 1.95
H 4.94 0.44 0.50
H 5.35 -1.79 1.12
H 6.69 -3.64 0.49
H 5.59 -5.93 0.04
H 3.09 -6.12 0.54
H 1.78 -4.13 0.95
C -3.08 6.85 -1.62
C -3.46 5.41 -1.96
C -4.26 4.96 -3.01
C -4.48 3.53 -2.81
N -3.74 3.15 -1.73
N -3.15 4.30 -1.25
C -5.22 2.54 -3.71
H -3.88 7.57 -1.60
H -2.31 7.22 -2.31
H -2.53 7.02 -0.67
H -4.53 5.65 -3.76
H -2.45 4.13 -0.45
H -5.61 1.77 -2.99
H -4.48 2.16 -4.40
H -6.04 3.11 -4.20
Cl -1.53 -4.94 -3.29
C -0.18 -4.38 -2.23
Cl 0.64 -5.81 -1.50
Cl 1.15 -3.58 -3.24
C -0.63 -3.33 -1.22
O -0.57 -3.67 -0.04
O -1.09 -2.24 -1.70
*
```

Löwdin population analysis, charges in e, atoms 1 to 5: 2.13, 0.00, -0.21, -0.13, -0.29

What did the second record say?
Below is a structure of composition C38H48BiCl3N6O4P2, with properties calculated with wB97M-V/def2-TZVPD.

- electronic energy (eV) = -119288.735
- gap between HOMO and LUMO (eV) = 7.2
- relative energy (zero: lowest compared OMol25 entry of this formula, charge and spin) (kJ/mol) = 31.9
- HOMO energy (eV) = -12.48

ORCA input file:
```
! wB97M-V def2-TZVPD RIJCOSX def2/J DEFGRID3
* xyz 2 1
Bi -1.39 -1.54 0.63
N -3.47 -3.03 -0.35
C -4.67 -3.19 0.44
C -4.80 -2.00 1.41
N -3.47 -1.62 2.10
C -3.35 -2.63 3.25
C -1.89 -2.76 3.72
N -0.95 -3.00 2.68
C -3.58 -0.36 2.74
C -3.63 0.73 1.69
N -2.89 0.54 0.45
H -3.63 -2.91 -1.30
H -2.95 -3.91 -0.30
H -4.84 -4.20 0.93
H -5.50 -3.08 -0.31
H -5.56 -2.08 2.14
H -5.02 -1.12 0.78
H -3.72 -3.65 2.89
H -4.00 -2.38 4.13
H -1.84 -3.46 4.53
H -1.66 -1.78 4.22
H -0.97 -3.99 2.43
H 0.01 -2.80 2.90
H -2.78 -0.20 3.48
H -4.49 -0.32 3.42
H -3.37 1.71 2.16
H -4.72 0.80 1.44
H -2.27 1.31 0.15
H -3.51 0.42 -0.32
O 1.10 -1.50 1.72
P 2.51 -1.32 1.23
C 2.54 -0.64 -0.46
P 1.43 0.72 -0.86
O -0.07 0.54 -0.41
C 2.17 2.22 -0.18
C 3.23 2.93 -0.81
C 3.55 4.22 -0.38
C 2.91 4.76 0.76
C 1.99 4.00 1.47
C 1.59 2.71 0.98
C 1.58 0.80 -2.67
C 2.79 0.53 -3.33
C 2.76 0.40 -4.75
C 1.60 0.54 -5.49
C 0.44 1.04 -4.81
C 0.43 1.18 -3.43
C 3.50 -0.17 2.18
C 3.19 -0.02 3.52
C 3.93 0.91 4.31
C 4.97 1.63 3.75
C 5.21 1.55 2.39
C 4.61 0.60 1.58
C 3.48 -2.80 1.00
C 4.85 -2.76 0.92
C 5.61 -3.83 0.55
C 4.98 -5.09 0.35
C 3.62 -5.17 0.60
C 2.86 -4.05 0.89
H 2.40 -1.52 -1.22
H 3.53 -0.34 -0.70
H 3.62 2.60 -1.80
H 4.29 4.81 -0.91
H 3.22 5.70 1.19
H 1.69 4.38 2.42
H 0.76 2.13 1.41
H 3.76 0.52 -2.80
H 3.70 0.05 -5.24
H 1.55 0.24 -6.56
H -0.44 1.34 -5.48
H -0.41 1.56 -2.81
H 2.46 -0.69 4.08
H 3.81 0.98 5.38
H 5.63 2.33 4.38
H 5.98 2.19 1.95
H 4.94 0.44 0.50
H 5.35 -1.79 1.12
H 6.69 -3.64 0.49
H 5.59 -5.93 0.04
H 3.09 -6.12 0.54
H 1.78 -4.13 0.95
C -3.08 6.85 -1.62
C -3.46 5.41 -1.96
C -4.26 4.96 -3.01
C -4.48 3.53 -2.81
N -3.74 3.15 -1.73
N -3.15 4.30 -1.25
C -5.22 2.54 -3.71
H -3.88 7.57 -1.60
H -2.31 7.22 -2.31
H -2.53 7.02 -0.67
H -4.53 5.65 -3.76
H -2.45 4.13 -0.45
H -5.61 1.77 -2.99
H -4.48 2.16 -4.40
H -6.04 3.11 -4.20
Cl -1.53 -4.94 -3.29
C -0.18 -4.38 -2.23
Cl 0.64 -5.81 -1.50
Cl 1.15 -3.58 -3.24
C -0.63 -3.33 -1.22
O -0.57 -3.67 -0.04
O -1.09 -2.24 -1.70
*
```

Löwdin population analysis, charges in e, atoms 1 to 5: 2.13, 0.00, -0.21, -0.13, -0.29